Below is a single C4H9NO5 molecule in a non-equilibrium geometry, with properties calculated with ωB97M-V with the def2-TZVPD basis set.

Structure (ORCA input):
```
! wB97M-V def2-TZVPD RIJCOSX def2/J DEFGRID3
* xyz 0 1
C -0.489 -1.291 -1.029
C -0.120 -0.091 -0.121
C 0.673 1.052 -0.879
O -0.160 1.483 -2.001
C 0.718 -0.559 1.078
O 1.139 0.524 1.804
O -0.144 -1.256 1.851
N -1.381 0.467 0.402
O -2.394 -0.120 0.212
O -1.245 1.403 1.137
H -0.859 -2.203 -0.566
H -1.131 -0.900 -1.695
H 0.529 -1.433 -1.451
H 1.637 0.717 -1.310
H 0.703 1.933 -0.230
H 0.319 2.177 -2.458
H 1.496 -1.380 0.846
H 0.320 1.048 1.804
H 0.388 -1.573 2.608
*
```

LUMO: 0.31 eV
E_HOMO: -10.79 eV
Relative energy (zero: lowest compared OMol25 entry of this formula, charge and spin): 4.457 eV
Frontier orbital gap: 11.10 eV
Largest force on an atom: 4.4 eV/A
SMILES string: C[C@](CO)(C(O)O)[N+](=O)[O-]